8
Properties=species:S:1:pos:R:3:forces:R:3:lowdin_charge:R:1 method="wB97M-V/def2-TZVPD" e_above_lowest_kcal_mol=12.2 energy_ha=-154.393642 orbital_gap_ev=7.12 total_charge=-1
C -0.496297 -0.055219 -1.291076 0.737 0.471 -0.113 -0.610
O -0.843423 -0.264434 -2.483701 -0.174 0.002 -0.093 -0.227
C 0.745333 0.239650 -0.748000 -0.612 -0.041 0.626 -0.145
H -0.295501 -0.133083 3.255290 -0.110 0.613 0.825 0.001
H 1.656367 0.506522 -1.267237 -0.023 -0.281 -0.316 -0.022
H -0.223370 -0.574554 2.695639 0.111 -0.611 -0.838 0.004
H -1.288563 -0.021968 -0.499776 -0.141 -0.371 -0.048 0.054
H 0.745456 0.303086 0.338861 0.212 0.219 -0.042 -0.054